{"formula": "C22H28BeK3N6O8S2", "method": "ωB97M-V/def2-TZVPD", "elements": ["K", "K", "K", "Be", "S", "O", "O", "O", "O", "S", "O", "O", "O", "O", "C", "C", "N", "H", "H", "H", "N", "C", "C", "C", "C", "H", "H", "H", "H", "H", "N", "C", "C", "C", "C", "H", "H", "H", "H", "H", "N", "C", "C", "C", "C", "H", "H", "H", "H", "H", "N", "C", "C", "C", "C", "H", "H", "H", "H", "H", "N", "C", "C", "C", "C", "H", "H", "H", "H", "H"], "coordinates": [[-2.2631, 1.5442, -3.2060], [-4.4110, -1.9324, -0.5822], [-1.4574, -4.3575, 0.7403], [-0.9423, -2.5584, -2.6736], [-3.4208, -4.7909, -2.1615], [-3.7071, -4.4653, -0.7516], [-2.3475, -5.7853, -2.1621], [-4.5532, -5.2583, -2.9204], [-2.7999, -3.5446, -2.7998], [-1.3259, -0.5482, -0.7273], [-0.6005, -0.1439, 0.4639], [-0.4591, -0.3960, -1.9607], [-1.5879, -2.0113, -0.7363], [-2.5538, 0.2205, -0.8001], [-4.0775, 2.7796, 0.7267], [-4.8188, 1.5294, 0.8744], [-5.4063, 0.5494, 0.9785], [-3.4869, 2.7573, -0.1880], [-3.3773, 2.7745, 1.5629], [-4.7130, 3.6594, 0.6850], [3.4157, -1.3705, -0.3884], [2.6674, -0.2755, -0.0303], [3.4866, 0.7141, 0.4106], [4.8125, 0.1730, 0.3887], [4.7377, -1.1041, -0.1083], [2.9632, -2.2068, -0.7033], [1.6115, -0.4070, -0.2034], [3.2058, 1.6442, 0.8767], [5.6815, 0.7455, 0.6656], [5.4935, -1.8700, -0.1537], [0.4150, -1.7701, 2.3573], [1.2865, -2.7699, 2.0130], [1.3576, -3.6359, 3.0822], [0.5532, -3.1141, 4.1148], [0.0220, -1.9333, 3.6545], [0.2932, -1.0017, 1.7215], [1.7371, -2.8706, 1.0416], [2.0209, -4.4866, 3.1104], [0.4548, -3.6267, 5.0574], [-0.6662, -1.2449, 4.1182], [0.2002, 2.4378, -0.1785], [-0.5405, 3.4885, 0.2738], [-0.2579, 4.5834, -0.5068], [0.6531, 4.1493, -1.5090], [0.9376, 2.8203, -1.2499], [0.1646, 1.5245, 0.2424], [-1.2275, 3.2380, 1.0657], [-0.7106, 5.5580, -0.4283], [1.0076, 4.7269, -2.3466], [1.5566, 2.0699, -1.7163], [3.5874, -0.1280, -3.7102], [4.4672, -0.1018, -4.7519], [3.7243, 0.0302, -5.9092], [2.3626, -0.0215, -5.5370], [2.2989, -0.0106, -4.1610], [3.8253, -0.2742, -2.7409], [5.5192, -0.1919, -4.5432], [4.0825, 0.0402, -6.9245], [1.4812, 0.1083, -6.1463], [1.5223, 0.0535, -3.4250], [-1.8074, 1.0929, 2.9572], [-3.0634, 0.9242, 3.4971], [-3.1079, 1.7015, 4.6303], [-1.8460, 2.3396, 4.7918], [-1.0962, 1.9818, 3.7066], [-1.5410, 0.7480, 2.0484], [-3.7924, 0.3614, 2.9409], [-3.9913, 1.8531, 5.2299], [-1.5623, 3.0289, 5.5684], [-0.0864, 2.2563, 3.4446]], "atomic_forces_ev_per_a": [[0.322, 0.189, 0.262], [-0.338, -0.106, 0.034], [-0.146, -0.318, -0.002], [-4.168, 0.248, 2.850], [1.319, -4.718, 0.367], [-0.623, 1.441, 0.704], [0.644, 0.389, 0.209], [-0.167, 1.579, 0.148], [2.821, 4.070, -1.366], [1.171, 0.638, 0.563], [0.118, -0.172, -0.231], [-0.429, -0.995, -1.479], [0.169, -1.844, -1.011], [-0.780, 0.048, -1.029], [0.303, -0.502, 0.037], [-0.340, 0.411, -0.431], [0.134, -0.297, -0.175], [0.017, -0.142, 0.001], [-0.060, 0.510, 0.085], [-0.123, -0.081, 0.344], [0.187, 0.772, 0.370], [-0.725, -0.702, -0.771], [0.418, -0.285, 0.577], [-0.459, 0.240, -0.353], [0.181, -0.164, 0.232], [0.565, -0.280, -0.040], [-0.082, 0.616, 0.232], [-0.088, 0.126, -0.328], [0.178, -0.325, 0.088], [0.021, 0.047, -0.281], [0.982, -0.308, -0.289], [-0.546, -0.754, 0.453], [0.568, -0.059, -0.712], [0.275, -0.283, 0.049], [-0.620, -0.159, 0.062], [-0.433, 0.268, 0.429], [0.090, 0.341, 0.014], [-0.195, -0.129, 0.140], [-0.263, 0.445, 0.192], [0.090, 0.074, 0.010], [-0.116, 0.386, 0.138], [-0.100, -0.448, 0.193], [-0.494, -0.192, -0.215], [0.061, -0.398, -0.014], [-0.020, -0.103, -0.466], [0.180, -0.019, -0.137], [0.031, 0.703, 0.237], [0.063, 0.017, 0.060], [0.224, 0.050, 0.136], [0.220, 0.324, -0.203], [-0.033, 0.132, 0.348], [-0.463, 0.070, 0.000], [0.201, -0.791, 0.001], [-0.782, 1.061, 0.400], [0.810, -0.768, 0.096], [0.147, 0.198, -0.027], [0.053, 0.071, -0.265], [0.172, 0.074, 0.066], [0.204, -0.080, -0.309], [-0.423, -0.015, -0.071], [-0.352, 0.004, -0.435], [0.575, 0.477, 0.009], [-0.501, -0.137, 0.008], [-0.459, 0.083, -0.376], [0.662, -0.083, 0.236], [0.154, -0.102, 0.108], [-0.124, -0.109, 0.364], [0.107, -0.137, 0.170], [0.027, -0.047, 0.016], [-0.011, -0.050, -0.023]], "lumo_ev": -6.50, "homo_lumo_gap_ev": 4.15, "e_homo_ha": -0.392, "charge": 1}